No. 1
The following is a quantum chemistry calculation of a molecular structure, C33H32BrN5O3RuS, from the OMol25 dataset.

Each line ends with the Löwdin charge.
Element x y z (Å)
1 Ru -0.423 0.654 -0.628  1.015
2 N 0.328 1.095 1.284  -0.067
3 C -0.659 1.837 2.100  -0.223
4 C -0.998 3.188 1.491  -0.102
5 C -1.938 3.170 0.274  -0.677
6 O -2.386 4.255 -0.114  -0.020
7 O -2.172 2.036 -0.256  -0.155
8 H 0.529 0.203 1.728  0.083
9 H 1.202 1.614 1.255  0.079
10 H -0.272 1.978 3.115  0.109
11 H -1.552 1.215 2.152  0.108
12 H -0.084 3.718 1.194  0.112
13 H -1.473 3.820 2.244  0.114
14 C -1.358 -0.814 0.202  -0.144
15 C -1.977 -1.754 0.733  -0.128
16 C -2.688 -2.816 1.263  -0.188
17 C -4.147 -2.790 1.147  -0.200
18 C -4.814 -1.560 0.995  -0.051
19 C -6.181 -1.501 0.786  -0.098
20 C -6.937 -2.666 0.719  -0.118
21 C -6.298 -3.890 0.864  -0.103
22 C -4.929 -3.955 1.074  -0.053
23 C -1.967 -3.937 1.870  -0.183
24 C -2.517 -4.731 2.888  -0.055
25 C -1.791 -5.758 3.468  -0.105
26 C -0.492 -6.026 3.056  -0.118
27 C 0.074 -5.241 2.058  -0.094
28 C -0.649 -4.214 1.477  -0.028
29 H -4.225 -0.651 1.045  0.107
30 H -6.662 -0.535 0.679  0.098
31 H -8.006 -2.619 0.553  0.089
32 H -6.869 -4.809 0.798  0.094
33 H -4.449 -4.921 1.148  0.105
34 H -3.517 -4.519 3.246  0.106
35 H -2.241 -6.347 4.259  0.093
36 H 0.074 -6.830 3.510  0.089
37 H 1.087 -5.433 1.725  0.096
38 H -0.205 -3.602 0.700  0.094
39 C -3.172 -2.679 -2.484  -0.061
40 N -2.219 -1.649 -2.852  0.048
41 C -2.314 -0.369 -2.442  -0.613
42 N -3.483 0.076 -1.921  0.203
43 O -1.346 0.411 -2.634  -0.123
44 H -2.890 -3.604 -2.982  0.086
45 H -4.171 -2.407 -2.829  0.087
46 H -3.193 -2.851 -1.406  0.068
47 H -1.261 -1.922 -3.010  0.141
48 H -4.049 -0.610 -1.441  0.073
49 H -3.342 0.934 -1.386  0.081
50 N -1.185 3.322 -2.645  0.111
51 C 0.004 3.446 -2.014  -0.673
52 N 0.666 2.462 -1.464  0.029
53 C 1.910 2.898 -1.010  -0.300
54 C 2.900 2.096 -0.442  -0.030
55 C 4.072 2.688 -0.001  -0.084
56 C 4.278 4.063 -0.118  -0.107
57 C 3.312 4.867 -0.698  -0.104
58 C 2.141 4.273 -1.147  -0.481
59 S 0.790 5.012 -1.951  1.091
60 H -1.518 2.358 -2.605  0.058
61 H -1.882 3.978 -2.304  0.089
62 H 2.746 1.027 -0.375  0.092
63 H 4.843 2.066 0.435  0.101
64 H 5.201 4.503 0.235  0.095
65 H 3.467 5.933 -0.806  0.102
66 Br 4.740 -3.384 -2.323  0.642
67 C 3.266 -2.270 -1.833  -0.720
68 C 2.733 -1.391 -2.761  -0.159
69 C 1.666 -0.582 -2.389  -0.138
70 C 1.090 -0.602 -1.102  -0.304
71 C 1.665 -1.536 -0.219  -0.148
72 C 2.737 -2.355 -0.559  -0.161
73 H 3.150 -1.336 -3.759  0.089
74 H 1.266 0.106 -3.128  0.084
75 H 1.249 -1.650 0.778  0.071
76 H 3.149 -3.057 0.157  0.089

Calculated values
total charge	-1
2S+1	2
F_max	0.00294	Eh/bohr
ΔE to the lowest compared entry with this formula, charge and spin	0.0000	eV
LUMO level (spin up / spin down)	2.46 / 2.09	eV
HOMO energy (spin up / spin down)	-3.246 / -4.060	eV
DFT total energy	-4843.46017	Ha
⟨S²⟩	0.779



No. 2
The following is a quantum chemistry calculation of a molecular structure, C34H28ClF6O3P2RuS2Sb at a distorted geometry, from the OMol25 dataset.

Each line ends with the Löwdin charge.
Element x y z (Å)
1 Ru 0.152 -1.335 -0.288  0.972
2 S -0.531 -0.564 1.822  0.488
3 P -0.322 1.238 0.953  0.533
4 C 0.294 0.615 -0.551  -0.646
5 P 1.914 0.725 -1.179  0.516
6 S 2.329 -1.242 -1.133  0.473
7 C 1.947 1.395 -2.843  -0.354
8 C 3.150 1.434 -3.549  -0.092
9 C 3.164 1.888 -4.856  -0.070
10 C 1.980 2.297 -5.463  -0.070
11 C 0.783 2.245 -4.767  -0.060
12 C 0.763 1.788 -3.455  -0.064
13 C 3.123 1.671 -0.240  -0.345
14 C 3.498 2.951 -0.649  -0.085
15 C 4.417 3.677 0.095  -0.074
16 C 4.954 3.131 1.252  -0.071
17 C 4.578 1.859 1.666  -0.067
18 C 3.669 1.126 0.921  -0.094
19 C -1.796 2.234 0.745  -0.352
20 C -2.519 2.627 1.871  -0.074
21 C -3.658 3.397 1.720  -0.068
22 C -4.069 3.787 0.449  -0.066
23 C -3.347 3.402 -0.670  -0.064
24 C -2.214 2.613 -0.522  -0.093
25 C 0.708 2.307 1.989  -0.349
26 C 1.204 1.867 3.210  -0.104
27 C 1.908 2.743 4.028  -0.074
28 C 2.135 4.046 3.617  -0.075
29 C 1.652 4.486 2.389  -0.072
30 C 0.930 3.624 1.582  -0.081
31 H 4.074 1.111 -3.081  0.117
32 H 4.095 1.918 -5.407  0.108
33 H 1.994 2.646 -6.489  0.108
34 H -0.141 2.544 -5.246  0.111
35 H -0.177 1.702 -2.922  0.082
36 H 3.080 3.381 -1.552  0.109
37 H 4.712 4.667 -0.230  0.109
38 H 5.671 3.698 1.835  0.109
39 H 4.997 1.435 2.572  0.112
40 H 3.385 0.128 1.231  0.098
41 H -2.196 2.333 2.865  0.115
42 H -4.230 3.693 2.591  0.107
43 H -4.964 4.386 0.334  0.107
44 H -3.681 3.685 -1.660  0.111
45 H -1.680 2.260 -1.396  0.086
46 H 1.033 0.844 3.520  0.070
47 H 2.282 2.401 4.986  0.109
48 H 2.687 4.728 4.255  0.108
49 H 1.827 5.506 2.067  0.110
50 H 0.525 3.981 0.640  0.118
51 F -1.670 -0.841 -2.559  -0.375
52 Sb -3.227 -1.513 -1.736  1.391
53 F -1.950 -1.913 -0.252  -0.459
54 F -4.598 -2.280 -0.719  -0.327
55 F -3.468 0.128 -0.851  -0.329
56 F -4.361 -0.974 -3.125  -0.347
57 F -2.896 -3.166 -2.555  -0.324
58 C -0.653 -5.916 2.419  -0.034
59 C -1.789 -5.597 1.478  -0.184
60 C -3.030 -5.275 2.028  -0.068
61 C -4.131 -5.044 1.228  -0.660
62 Cl -5.654 -4.642 1.972  0.659
63 C -4.042 -5.130 -0.146  -0.110
64 C -2.815 -5.433 -0.709  -0.001
65 C -1.704 -5.650 0.088  -0.225
66 O -0.543 -5.975 -0.609  -0.020
67 C 0.623 -5.260 -0.278  -0.095
68 C 0.449 -3.761 -0.327  -0.585
69 O 0.749 -3.053 0.691  -0.163
70 O 0.068 -3.122 -1.356  -0.112
71 H -1.047 -6.066 3.423  0.079
72 H 0.085 -5.112 2.473  0.074
73 H -0.138 -6.835 2.127  0.092
74 H -3.135 -5.221 3.104  0.109
75 H -4.902 -4.927 -0.766  0.110
76 H -2.692 -5.468 -1.782  0.122
77 H 1.375 -5.524 -1.022  0.150
78 H 1.013 -5.511 0.704  0.107

Calculated values
total charge	0
F_max	0.01976	Eh/bohr
ΔE to the lowest compared entry with this formula, charge and spin	0.7034	eV
LUMO level (spin up / spin down)	-1.33 / -1.33	eV
HOMO energy (spin up / spin down)	-8.213 / -8.213	eV
DFT total energy	-4411.93521	Ha



No. 3
The following is a quantum chemistry calculation of a molecular structure, C9H7NO4PbS at a distorted geometry, from the OMol25 dataset.

Each line ends with the Löwdin charge.
Element x y z (Å)
1 Pb -0.260 -0.427 -0.010  1.171
2 O -1.414 -3.893 0.738  0.152
3 C -1.250 -2.767 0.533  -0.043
4 C 1.103 1.855 -0.336  -0.023
5 O 1.554 2.906 -0.410  0.165
6 C 0.202 -0.840 -2.567  -0.045
7 O 0.554 -1.183 -3.609  0.152
8 C 0.210 0.078 2.475  -0.039
9 O 0.499 0.318 3.559  0.178
10 C 3.374 -2.545 0.295  -0.076
11 H 3.134 -2.882 1.311  0.057
12 H 3.076 -3.204 -0.530  0.057
13 C 3.857 -1.315 0.062  -0.084
14 H 3.993 -0.939 -0.957  0.055
15 H 4.044 -0.609 0.879  0.054
16 S -3.195 3.245 0.684  1.154
17 C -3.774 2.326 -0.714  -0.276
18 C -2.994 1.228 -0.925  -0.193
19 N -1.964 1.114 0.026  -0.255
20 C -1.855 2.214 0.825  -0.471
21 H -4.708 2.525 -1.224  0.100
22 H -3.088 0.459 -1.707  0.133
23 H -1.098 2.335 1.601  0.077

Calculated values
total charge	+2
F_max	0.12209	Eh/bohr
ΔE to the lowest compared entry with this formula, charge and spin	0.1720	eV
LUMO level	-8.23	eV
HOMO energy	-15.921	eV
DFT total energy	-1293.18928	Ha



No. 4
The following is a quantum chemistry calculation of a single C16H22O5 molecule, from the OMol25 dataset.

Each line ends with the Löwdin charge.
Element x y z (Å)
1 O -3.997 -2.616 -0.299  -0.068
2 C -2.721 -3.025 0.125  -0.263
3 C -1.575 -2.187 -0.444  -0.107
4 C -1.580 -0.733 0.039  -0.308
5 C -2.652 0.116 -0.642  -0.057
6 C -2.483 1.584 -0.266  -0.330
7 O -3.423 2.352 -0.974  0.004
8 C -1.057 2.012 -0.623  -0.245
9 O -0.891 3.368 -0.287  0.005
10 C -0.015 1.108 0.085  -0.417
11 C 0.039 1.399 1.597  -0.075
12 C 1.408 1.099 2.202  -0.156
13 C 1.912 -0.292 1.815  -0.128
14 C 2.593 -0.313 0.473  -0.151
15 C 3.664 -1.179 0.277  -0.041
16 C 4.365 -1.221 -0.913  -0.094
17 C 4.003 -0.375 -1.947  -0.088
18 C 2.932 0.480 -1.782  0.000
19 C 2.220 0.513 -0.587  -0.196
20 O 1.202 1.444 -0.547  0.033
21 O -0.272 -0.245 -0.221  -0.012
22 H -4.030 -2.647 -1.262  0.095
23 H -2.742 -2.946 1.215  0.122
24 H -2.553 -4.078 -0.141  0.117
25 H -1.609 -2.198 -1.536  0.126
26 H -0.628 -2.633 -0.138  0.125
27 H -1.765 -0.726 1.126  0.152
28 H -3.641 -0.230 -0.347  0.126
29 H -2.560 0.033 -1.727  0.139
30 H -2.631 1.723 0.817  0.163
31 H -3.162 3.277 -0.881  0.096
32 H -0.915 1.873 -1.707  0.176
33 H 0.023 3.606 -0.484  0.110
34 H -0.719 0.792 2.094  0.119
35 H -0.213 2.450 1.752  0.125
36 H 1.325 1.173 3.289  0.114
37 H 2.132 1.848 1.874  0.125
38 H 1.072 -0.992 1.806  0.122
39 H 2.625 -0.644 2.565  0.115
40 H 3.957 -1.828 1.090  0.111
41 H 5.193 -1.903 -1.029  0.099
42 H 4.546 -0.385 -2.880  0.101
43 H 2.624 1.144 -2.575  0.118

Calculated values
total charge	0
F_max	0.01529	Eh/bohr
ΔE to the lowest compared entry with this formula, charge and spin	1.1066	eV
LUMO level	0.75	eV
SMILES	OCC[C@@H]1C[C@H](O)[C@@H](O)[C@@]2(CCCc3ccccc3O2)O1
HOMO energy	-8.615	eV
DFT total energy	-999.08353	Ha